1.
C3H6O2S | the ωB97M-V functional and the def2-TZVPD basis

relative energy (zero: lowest compared OMol25 entry of this formula, charge and spin): 672.5 kJ/mol
molar mass: 106.15 g/mol
calculated total energy: -666.33789 a.u.
lowest unoccupied orbital energy: -3.4663 eV
E_HOMO: -10.0 eV
spin multiplicity: 1

Element x y z (Å)
O -3.584 0.279 -0.971
C -2.718 -0.085 -0.238
O -2.979 -0.788 0.937
C -1.281 0.032 -0.664
C -0.308 -0.090 0.213
S 2.575 0.533 0.128
H -3.093 -1.444 0.194
H -1.254 0.591 -1.589
H 6.103 0.357 0.202
H 0.721 0.061 -0.146
H -0.384 -0.366 1.256
H 6.202 0.920 0.678


2.
C3H6O2S | the ωB97M-V functional and the def2-TZVPD basis

relative energy (zero: lowest compared OMol25 entry of this formula, charge and spin): 182.6 kJ/mol
molar mass: 106.15 g/mol
calculated total energy: -666.52450 a.u.
SMILES string: OC[C@@H](O)C=S
lowest unoccupied orbital energy: -0.2433 eV
E_HOMO: -8.8 eV
spin multiplicity: 1

Element x y z (Å)
C 0.129 -0.261 0.964
C 0.002 -0.625 -0.533
C 0.757 0.430 -1.244
H -0.767 0.986 2.109
H -0.345 -1.077 1.488
H 1.180 -0.101 1.292
H 0.352 -1.630 -0.763
H -1.716 0.211 -0.391
H 0.075 1.307 -1.568
O -0.669 0.867 1.181
O -1.354 -0.531 -0.919
S 2.356 0.424 -1.617


calculated total energy of number 1 (C3H6O2S)? -666.33789 a.u.


What is the molar mass in the second record? 106.15 g/mol